The following is a quantum chemistry calculation of a molecular structure, CHFI2, from OMol25.

ORCA input file:
```
! RIJCOSX wB97M-V def2-TZVPD def2/J DEFGRID3
* xyz 0 1
C 0.1182 -0.0990 0.1020
F 0.0254 -0.0290 1.4944
I 1.0384 1.6541 -0.6679
I 0.9728 -1.8383 -0.6692
H -2.1548 0.3123 -0.2592
*
```

Computed properties:
calculated total energy: -19967.0528 eV
energy relative to the best compared isomer or geometry (same formula, charge and spin): 98.7 kcal/mol
E_LUMO (spin up / spin down): -0.9 / -1.5 eV

Need the Löwdin charges? In units of e they are: C -1.369; F -0.221; I 0.693; I 0.751; H 0.146

=====

The following is a quantum chemistry calculation of 2 unconnected molecules or ions with the total composition CHFINO2, from OMol25.

ORCA input file:
```
! RIJCOSX wB97M-V def2-TZVPD def2/J DEFGRID3
* xyz 0 1
C 0.5108 -0.4921 -0.2893
N 0.3540 0.7016 0.3141
O 0.5463 0.7242 1.5229
O 0.2885 1.6527 -0.4457
F 0.5807 -0.3522 -1.5912
I -3.0960 -0.8862 0.2275
H 0.8156 -1.3480 0.2617
*
```

Computed properties:
calculated total energy: -17450.5025 eV
energy relative to the best compared isomer or geometry (same formula, charge and spin): 56.7 kcal/mol
E_LUMO (spin up / spin down): -2.2 / -3.6 eV

Atomic partial charges in e from the Löwdin method, atoms 1 to 5: C -0.083; N -0.435; O 0.066; O 0.084; F 0.119

=====

The following is a quantum chemistry calculation of a single CHFIPS molecule, from OMol25.

ORCA input file:
```
! RIJCOSX wB97M-V def2-TZVPD def2/J DEFGRID3
* xyz 0 1
F 0.2235 -1.7537 -0.2854
P -0.4830 -0.4792 -0.9247
I -2.4337 -0.2409 0.6127
C 0.6481 0.5263 0.0859
S 1.1275 2.0147 -0.3869
H 0.9177 -0.0673 0.8984
*
```

Computed properties:
structure (SMILES): FP(I)C=S
calculated total energy: -31995.3540 eV
energy relative to the best compared isomer or geometry (same formula, charge and spin): 1.6 kcal/mol
E_LUMO: -1.5 eV

Atomic partial charges in e from the Löwdin method, atoms 1 to 5: F -0.409; P 0.455; I 0.338; C -0.987; S 0.620

=====

The following is a quantum chemistry calculation of a molecular structure, CHFN2O, from OMol25.

ORCA input file:
```
! RIJCOSX wB97M-V def2-TZVPD def2/J DEFGRID3
* xyz 0 1
C -0.9174 0.0550 -0.0185
N -0.1620 -0.8969 -0.2654
N 1.6009 -0.2345 -0.5551
O 2.1032 -0.1194 0.4777
F -0.7200 1.3163 -0.0350
H -1.9047 -0.1204 0.3962
*
```

Computed properties:
calculated total energy: -8794.1458 eV
energy relative to the best compared isomer or geometry (same formula, charge and spin): 54.5 kcal/mol
E_LUMO (spin up / spin down): -0.8 / -0.8 eV

Atomic partial charges in e from the Löwdin method, atoms 1 to 5: C -0.428; N 0.094; N 0.095; O 0.053; F 0.077

=====

The following is a quantum chemistry calculation of a single CHFN2O3 molecule, from OMol25.

ORCA input file:
```
! RIJCOSX wB97M-V def2-TZVPD def2/J DEFGRID3
* xyz 0 1
O -1.5925 0.7824 2.6125
N -1.0494 0.7264 1.5852
O -0.3719 -0.5283 1.4163
C -0.0117 -0.8107 0.0726
F 0.8991 -1.7563 0.1792
N -1.0814 -1.3220 -0.8493
O -2.0644 -0.6299 -1.1705
H 0.4244 0.1001 -0.3249
*
```

Computed properties:
structure (SMILES): O=NO[C@@H](F)N=O
calculated total energy: -12887.3412 eV
energy relative to the best compared isomer or geometry (same formula, charge and spin): 60.2 kcal/mol
E_LUMO (spin up / spin down): -1.5 / -1.5 eV

Atomic partial charges in e from the Löwdin method, atoms 1 to 5: O 0.098; N -0.004; O -0.028; C -0.425; F 0.101

=====

The following is a quantum chemistry calculation of a molecular structure, CHFN2OS, from OMol25.

ORCA input file:
```
! RIJCOSX wB97M-V def2-TZVPD def2/J DEFGRID3
* xyz 0 1
C 1.2588 0.4081 0.0248
N 1.9549 1.1702 -0.6641
N -1.9843 -0.1150 -0.5436
O 2.4048 0.7331 0.7775
F -0.4302 -1.6512 0.8097
S -0.6661 -0.7717 -0.6231
H -2.5377 0.2265 0.2188
*
```

Computed properties:
calculated total energy: -19626.6322 eV
energy relative to the best compared isomer or geometry (same formula, charge and spin): 122.4 kcal/mol
E_LUMO: -1.8 eV

Atomic partial charges in e from the Löwdin method, atoms 1 to 5: C -0.379; N 0.090; N -0.288; O -0.117; F -0.397

=====

The following is a quantum chemistry calculation of 2 unconnected molecules or ions with the total composition CHFNO3S, from OMol25.

ORCA input file:
```
! RIJCOSX wB97M-V def2-TZVPD def2/J DEFGRID3
* xyz -1 1
C 0.8485 -0.7961 -0.7098
N 1.2975 -1.4520 -1.5296
O 1.3025 -0.3851 1.7121
O -0.9301 0.1796 1.0022
O 0.9785 1.6113 0.3335
F -2.0554 0.4536 -1.2278
S 0.5055 0.2992 0.7167
H -1.9470 0.0896 -0.2974
*
```

Computed properties:
calculated total energy: -22240.3933 eV
energy relative to the best compared isomer or geometry (same formula, charge and spin): 5.0 kcal/mol
E_LUMO: 4.1 eV

Atomic partial charges in e from the Löwdin method, atoms 1 to 5: C -0.281; N 0.070; O -0.350; O -0.375; O -0.329

=====

The following is a quantum chemistry calculation of a single CHFNPS2 molecule, from OMol25.

ORCA input file:
```
! RIJCOSX wB97M-V def2-TZVPD def2/J DEFGRID3
* xyz 0 1
N -1.4503 1.4876 -1.5865
C -0.9237 0.7780 -0.8438
P -0.0829 -0.2683 0.2593
F -1.2438 0.0792 1.5672
S -0.3014 -2.0285 -0.4926
S 1.7701 0.6403 0.5808
H 2.2319 -0.6883 0.5157
*
```

Computed properties:
structure (SMILES): N#C[P@@](F)(=S)S
calculated total energy: -36220.2609 eV
energy relative to the best compared isomer or geometry (same formula, charge and spin): 1.4 kcal/mol
E_LUMO: -0.9 eV

Atomic partial charges in e from the Löwdin method, atoms 1 to 5: N 0.137; C -0.453; P -0.017; F -0.339; S 0.284